[1]
A molecular structure, C27H45HgN3O3SSbSeSi, computed with ωB97M-V/def2-TZVPD.

The total charge is -2. The maximum force comes out at 0.833 eV/A. The value obtained for the relative energy (zero: lowest compared OMol25 entry of this formula, charge and spin) is 0.0 kcal per mole. Its expectation value of S² is 0.7698. As for the spin multiplicity: 2. The value obtained for the HOMO energy (alpha / beta) is -0.8 / -1.0 eV.

Positions of all 83 atoms, in Å:
Hg -0.0996 0.8783 -0.0305
C 5.0323 -0.8020 -3.3447
C 4.9576 -1.9700 -2.3638
C 4.4381 -1.5428 -0.9842
C 4.2930 -2.7942 -0.0874
C 3.6818 -2.5108 1.2852
C 5.4583 -0.6193 -0.3450
O 6.6620 -0.8542 -0.3497
N 4.9468 0.4699 0.2670
C 3.5615 0.8761 0.2856
O 3.3097 1.8505 0.9781
N 2.7012 0.1812 -0.4559
C 3.0217 -0.9342 -1.1280
O 2.2158 -1.5504 -1.8227
H 5.4213 -1.1349 -4.3091
H 5.6907 -0.0196 -2.9615
H 4.0404 -0.3758 -3.4971
H 5.9504 -2.4070 -2.2334
H 4.2804 -2.7302 -2.7548
H 5.2804 -3.2514 0.0278
H 3.6464 -3.4938 -0.6227
H 4.3021 -1.8178 1.8568
H 3.5884 -3.4381 1.8542
H 2.6899 -2.0700 1.1765
H 5.5836 1.0884 0.7452
Se -1.9874 3.2537 -2.0448
C -1.2118 4.6683 -1.0565
C 0.1435 4.6480 -0.7070
C 0.7132 5.7095 -0.0209
C -0.0536 6.8090 0.3461
C -1.4058 6.8264 0.0262
C -1.9799 5.7734 -0.6694
H 0.7442 3.7842 -0.9633
H 1.7667 5.6753 0.2342
H 0.3947 7.6410 0.8780
H -2.0175 7.6735 0.3228
H -3.0332 5.7867 -0.9189
C 0.3797 2.6433 3.5649
Si -0.9902 1.3439 3.6849
C -1.1169 0.9390 5.5620
C -2.6866 2.0815 3.2668
C -0.6084 -0.0838 2.5971
H 0.2282 3.4878 4.2417
H 0.4499 3.0318 2.5471
H 1.3474 2.1922 3.7968
H -1.3695 1.8376 6.1315
H -0.1741 0.5513 5.9563
H -1.8878 0.1913 5.7657
H -2.9440 2.9278 3.9076
H -3.4720 1.3290 3.3765
H -2.7089 2.4279 2.2312
H -1.3973 -0.7525 2.2636
H 0.3552 -0.5786 2.6859
C -3.8958 -4.1385 -1.3519
C -4.4058 -2.7250 -1.0802
Sb -2.7591 -1.2645 -0.7899
C -4.0819 0.3253 -0.1125
C -5.3213 0.5766 -0.9600
C -2.7717 -0.6020 -2.8609
C -1.7761 -1.3623 -3.7315
H -4.7230 -4.8494 -1.4586
H -3.2550 -4.4872 -0.5385
H -3.3042 -4.1745 -2.2697
H -4.9952 -2.7181 -0.1584
H -5.0512 -2.3953 -1.8977
H -3.4553 1.2201 -0.1019
H -4.3550 0.0938 0.9210
H -5.0324 0.8756 -1.9677
H -5.9162 1.3876 -0.5294
H -5.9579 -0.3100 -1.0231
H -2.5088 0.4580 -2.8326
H -3.7844 -0.6994 -3.2589
H -0.7598 -1.2281 -3.3546
H -1.7995 -0.9998 -4.7633
H -1.9988 -2.4343 -3.7511
S 0.7350 -5.4325 0.8041
C 0.5230 -4.9375 -0.8325
C 0.0109 -3.6819 -0.8751
N -0.2241 -3.1065 0.3402
C 0.1149 -3.8816 1.3060
H 0.7831 -5.5953 -1.6441
H -0.2014 -3.1225 -1.7744
H 0.0347 -3.6373 2.3553


[2]
C27H45NO7 in the gas phase at a distorted geometry, computed with ωB97M-V/def2-TZVPD.

The total charge is 0. The maximum force comes out at 2.652 eV/A. Its SMILES is CCCN[C@H](CO[C@@](CC)(OC[C@H](C)C(C)C)OC(=O)c1ccccc1)OCCCOC(=O)CC. The value obtained for the HOMO energy is -9.1 eV.

Positions of all 80 atoms, in Å:
C 1.1610 4.3629 -2.4657
C 1.8597 2.9625 -2.6584
C 2.6715 2.5147 -1.3703
N 1.8315 2.4592 -0.1494
C 1.9588 1.1919 0.5912
C 0.5834 0.7888 1.2924
O 0.3560 -0.5885 0.9573
C -0.9702 -0.8881 0.5943
C -1.8435 -0.8866 1.8937
C -1.2425 -1.8767 2.9877
O -1.4790 -0.1382 -0.4939
C -2.5798 0.7177 -0.1643
C -2.8768 1.5763 -1.4645
C -1.5691 2.2387 -2.0153
C -3.9750 2.6821 -1.1997
C -3.5721 3.7106 -0.0649
C -4.2733 3.5446 -2.5097
O -0.9463 -2.2704 0.1528
C -0.2648 -2.4189 -1.0560
O 0.9202 -2.4156 -1.1992
C -1.1438 -2.6789 -2.3233
C -1.7304 -1.6501 -3.1412
C -2.5625 -1.9650 -4.2853
C -2.8144 -3.3491 -4.6194
C -2.1890 -4.3790 -3.8207
C -1.3572 -4.0786 -2.6785
O 2.9255 1.2262 1.6469
C 4.1768 0.6382 1.2479
C 4.1481 -0.9268 1.1470
C 4.3990 -1.6783 2.5010
O 3.1246 -1.8273 3.1691
C 3.2864 -2.7770 4.1758
O 4.2460 -2.7041 4.9010
C 2.2453 -3.9209 4.3485
C 2.0521 -4.1507 5.9066
H 0.2976 4.4664 -3.1652
H 0.8863 4.5452 -1.3974
H 1.9311 5.1408 -2.7282
H 2.6248 3.1024 -3.4754
H 1.1748 2.1588 -3.0213
H 3.4888 3.2815 -1.2562
H 3.1718 1.5539 -1.6422
H 2.2179 3.1676 0.4856
H 2.1661 0.3829 -0.1638
H -0.2063 1.5014 0.9634
H 0.7177 0.8756 2.4011
H -1.8535 0.1229 2.3838
H -2.8923 -1.2293 1.7081
H -0.6762 -1.2574 3.7255
H -0.5261 -2.6164 2.5633
H -2.0651 -2.4262 3.4992
H -3.5374 0.1656 0.0357
H -2.3492 1.4734 0.6314
H -3.2779 0.9025 -2.2672
H -1.7325 2.8417 -2.9486
H -1.1121 2.9372 -1.2652
H -0.7888 1.4807 -2.2659
H -4.9533 2.2275 -0.8802
H -3.9825 3.3283 0.9079
H -4.0124 4.7318 -0.2218
H -2.4696 3.8131 0.0717
H -3.8354 2.9632 -3.3666
H -5.3581 3.7587 -2.6413
H -3.6954 4.5079 -2.4915
H -1.5534 -0.5805 -2.9039
H -2.9980 -1.1099 -4.8470
H -3.4775 -3.5785 -5.4777
H -2.3449 -5.4562 -4.0618
H -0.8971 -4.8813 -2.0593
H 4.9417 0.9807 1.9952
H 4.4165 1.0486 0.2251
H 4.9733 -1.2166 0.4374
H 3.1640 -1.2875 0.7372
H 5.1610 -1.1040 3.0785
H 4.8268 -2.6852 2.2377
H 2.5680 -4.8797 3.8821
H 1.2819 -3.5491 3.9092
H 3.0288 -4.4616 6.3509
H 1.6903 -3.2158 6.4061
H 1.3096 -4.9706 6.0778